Entry 1:
Here is a molecular structure, C36H37N3O6P2PdTe from the Open Molecules 2025 dataset. Energies are from ωB97M-V/def2-TZVPD.

Last column: Mulliken spin population.
Geometry (Å):
Pd1 -0.29390 -0.48043 -1.25807  1.228
O1 -2.36241 0.04958 1.93549  0.021
C1 -1.40869 0.55235 1.34296  -0.029
O2 -0.38285 -0.06946 0.89577  0.064
C2 -1.40693 2.06499 1.16735  0.017
C3 -1.71117 2.83729 2.28685  0.005
C4 -1.70685 4.21775 2.22111  -0.001
C5 -1.43386 4.85778 1.01763  0.003
C6 -1.16447 4.10303 -0.10790  -0.004
C7 -1.12969 2.70837 -0.03919  -0.035
P1 -0.91810 1.77974 -1.58357  0.295
C8 0.39930 2.61836 -2.48974  -0.005
C9 1.46305 3.17123 -1.77979  0.028
C10 2.56344 3.67564 -2.45388  -0.009
C11 2.61550 3.62503 -3.83937  0.021
C12 1.56902 3.05614 -4.55172  -0.009
C13 0.46987 2.54569 -3.88009  0.021
C14 -2.49673 2.06499 -2.42512  -0.006
C15 -2.72538 3.09419 -3.33330  0.000
C16 -3.99555 3.29272 -3.85527  -0.003
C17 -5.04793 2.48179 -3.45375  0.007
C18 -4.82808 1.47119 -2.52870  -0.005
C19 -3.55698 1.25445 -2.02344  0.024
H1 -1.95178 2.32550 3.20880  -0.001
H2 -1.92790 4.80156 3.10528  0.000
H3 -1.44103 5.93780 0.95377  0.000
H4 -0.97288 4.60064 -1.05161  0.002
H5 1.44303 3.18660 -0.69797  0.004
H6 3.38440 4.10002 -1.89123  0.000
H7 3.47484 4.02257 -4.36411  0.001
H8 1.61218 2.99484 -5.63098  0.000
H9 -0.32195 2.06862 -4.44310  0.007
H10 -1.91850 3.75379 -3.62727  0.001
H11 -4.16244 4.09358 -4.56325  0.000
H12 -6.03971 2.64251 -3.85578  0.001
H13 -5.64894 0.85076 -2.19152  0.001
H14 -3.39475 0.46636 -1.29566  -0.002
C20 -8.25236 -1.01577 -1.01253  0.000
C21 -7.41760 -1.97668 -0.21250  0.000
C22 -7.70863 -3.33594 -0.21185  0.000
C23 -6.93842 -4.22952 0.51551  0.000
C24 -5.87429 -3.77368 1.28400  0.000
N1 -5.14863 -4.73078 2.03539  0.000
C25 -3.84060 -4.71514 2.47159  0.000
O3 -3.51790 -5.30352 3.48609  0.000
N2 -2.89789 -4.00321 1.75085  0.001
C26 -2.90157 -3.51706 0.43749  -0.005
C27 -3.56915 -4.11750 -0.62149  -0.001
C28 -3.49340 -3.52172 -1.87121  0.008
C29 -2.71624 -2.39486 -2.04434  0.008
N3 -2.03325 -1.85006 -1.03349  0.058
C30 -2.13391 -2.38519 0.18074  -0.001
C31 -5.58311 -2.41338 1.31338  0.000
C32 -6.34024 -1.53786 0.55346  0.000
H15 -9.16476 -1.49512 -1.36480  0.000
H16 -7.71394 -0.65611 -1.89223  0.000
H17 -8.53691 -0.14664 -0.41854  0.000
H18 -8.54473 -3.70473 -0.79372  0.000
H19 -7.15536 -5.29063 0.48751  0.000
H20 -5.69256 -5.36879 2.59538  0.000
H21 -2.06275 -3.84258 2.29108  0.000
H22 -4.14355 -5.01829 -0.47033  0.000
H23 -4.01676 -3.94744 -2.71566  0.002
H24 -2.59825 -1.92354 -3.01143  0.000
H25 -1.59023 -1.88173 0.97276  -0.010
H26 -4.76720 -2.03701 1.91765  0.000
H27 -6.09801 -0.48145 0.58249  0.000
C33 1.44187 -4.60484 -0.51935  -0.001
C34 2.09524 -3.72543 -1.55782  0.000
O4 2.00662 -2.36241 -1.09585  0.006
P2 2.20458 -1.10346 -2.04078  -0.007
O5 2.00089 0.13959 -1.22656  0.086
Te1 0.53121 -1.20378 -3.75696  0.213
O6 3.68425 -1.29449 -2.57723  -0.012
C35 4.28686 -0.23258 -3.35881  0.003
C36 4.41780 -0.65845 -4.80036  0.001
H28 1.44329 -5.64481 -0.84786  0.000
H29 0.40776 -4.29589 -0.36703  0.002
H30 1.96798 -4.53945 0.43179  0.001
H31 1.58301 -3.79451 -2.52211  0.002
H32 3.15150 -3.95959 -1.69975  0.002
H33 5.25868 -0.05435 -2.89904  -0.001
H34 3.68508 0.67383 -3.24915  -0.001
H35 4.99739 -1.57752 -4.88020  -0.001
H36 4.93058 0.12084 -5.36653  0.001
H37 3.43871 -0.81911 -5.25096  0.004

* energy relative to the best compared isomer or geometry (same formula, charge and spin): 0.0 kJ/mol
* spin multiplicity: 3
* LUMO energy (alpha / beta): 0.33 / -1.16 eV
* total charge: 0
* highest occupied orbital energy (alpha / beta): -7.3 / -7.7 eV
* HOMO-LUMO gap (alpha / beta): 7.582 / 6.565 eV

Entry 2:
Here is a molecular structure, C36H37N4O2S2V from the Open Molecules 2025 dataset. Energies are from ωB97M-V/def2-TZVPD.

Last column: Mulliken spin population.
Geometry (Å):
V1 0.33447 -0.19925 -0.17450  1.164
C1 -3.56559 -1.33787 -0.69501  0.003
C2 -3.60848 -1.06985 0.81417  -0.003
C3 -2.28761 -0.56979 1.45140  0.020
N1 -1.51749 0.21314 0.52057  -0.017
C4 -2.06394 1.31652 0.07228  -0.016
C5 -3.16461 1.98391 0.67156  -0.001
C6 -4.00221 2.94775 0.16938  0.002
C7 -4.04900 3.49841 -1.10873  -0.002
C8 -3.07116 3.39164 -2.08181  0.001
C9 -1.82704 2.80003 -1.98635  -0.010
C10 -1.29720 1.94130 -1.00433  -0.006
N2 -0.04268 1.53539 -0.97670  -0.036
C11 0.98848 2.45460 -1.37755  -0.006
C12 1.91824 1.89269 -2.44800  0.007
C13 2.54173 0.58984 -1.93232  -0.007
N3 1.50932 -0.40043 -1.74282  -0.042
C14 1.14568 -1.15811 -2.75353  -0.005
C15 1.69338 -1.01514 -4.05824  0.010
C16 1.70592 -1.86938 -5.13637  -0.004
C17 1.23464 -3.17119 -5.21965  0.013
C18 0.51986 -3.84505 -4.23807  -0.003
C19 0.00561 -3.39383 -3.04483  0.011
C20 0.11748 -2.14011 -2.37780  -0.010
N4 -0.57090 -1.77976 -1.32081  -0.012
C21 -1.44056 -2.73799 -0.67426  0.003
C22 -2.91303 -2.65913 -1.08703  0.000
H1 -3.03186 -0.52902 -1.19913  0.001
H2 -4.59824 -1.33031 -1.06007  0.000
H3 -3.92777 -1.97359 1.33531  0.000
H4 -4.37024 -0.30548 0.98667  0.000
H5 -1.65998 -1.38977 1.80509  -0.019
H6 -2.53877 0.01527 2.34882  0.002
H7 -3.32374 1.73742 1.71480  0.001
H8 -4.76230 3.30455 0.85703  0.000
H9 -4.90719 4.11721 -1.33970  0.000
H10 -3.27456 3.90396 -3.01673  0.000
H11 -1.18187 2.94650 -2.84531  0.000
H12 1.57194 2.64965 -0.46525  -0.002
H13 0.56637 3.41693 -1.69556  -0.002
H14 2.69780 2.62146 -2.68819  0.001
H15 1.33944 1.68827 -3.35413  -0.002
H16 3.01797 0.78902 -0.96641  -0.005
H17 3.32647 0.22811 -2.61450  -0.001
H18 2.21160 -0.08424 -4.24365  0.004
H19 2.20836 -1.48650 -6.02181  -0.001
H20 1.45782 -3.71798 -6.12758  0.001
H21 0.28893 -4.88093 -4.47189  0.000
H22 -0.57163 -4.14177 -2.51865  0.001
H23 -1.37477 -2.55106 0.39428  0.002
H24 -1.09616 -3.76893 -0.82951  -0.002
H25 -3.45236 -3.48489 -0.61206  0.000
H26 -3.00257 -2.78356 -2.16946  0.000
S1 -0.02515 0.34062 3.61789  0.012
C23 -0.81166 1.80508 4.04349  0.003
C24 -1.71834 1.78430 5.11628  0.001
C25 -2.35874 2.92081 5.54743  -0.001
C26 -2.11784 4.13228 4.89792  0.001
C27 -1.24777 4.18050 3.83739  -0.002
C28 -0.57923 3.03729 3.37584  0.005
S2 0.47283 3.20286 2.03980  -0.013
H27 -1.88725 0.83566 5.60944  -0.001
H28 -3.03579 2.88018 6.39264  0.000
H29 -2.61040 5.03574 5.23187  0.000
H30 -1.05359 5.11361 3.32711  0.000
C29 2.21058 -3.66012 1.51855  -0.002
C30 1.93212 -2.18903 1.26030  0.024
O1 0.89858 -1.89485 0.61798  -0.056
C31 2.84787 -1.19972 1.73493  0.011
C32 4.06823 -1.49498 2.36748  0.011
C33 4.90905 -0.49509 2.78965  -0.005
C34 4.55014 0.84519 2.61531  0.007
C35 3.35983 1.17782 2.01398  -0.008
C36 2.50038 0.17685 1.52156  0.003
O2 1.44794 0.45360 0.84331  -0.023
H31 1.38185 -4.24247 1.12253  -0.001
H32 2.31037 -3.84896 2.58511  0.002
H33 3.13148 -3.97183 1.02818  0.001
H34 4.34868 -2.53026 2.50249  0.000
H35 5.84918 -0.74038 3.26765  0.000
H36 5.21864 1.62816 2.94572  0.000
H37 3.04956 2.20774 1.89614  -0.001

* energy relative to the best compared isomer or geometry (same formula, charge and spin): 229.5 kJ/mol
* spin multiplicity: 2
* LUMO energy (alpha / beta): 1.61 / 1.50 eV
* total charge: -1
* highest occupied orbital energy (alpha / beta): -1.9 / -1.9 eV
* HOMO-LUMO gap (alpha / beta): 3.537 / 3.414 eV

Entry 3:
Here is a molecular structure, C36H37N6O4S2Ti from the Open Molecules 2025 dataset. Energies are from ωB97M-V/def2-TZVPD.

Last column: Mulliken charge in e.
Geometry (Å):
Ti1 1.17269 0.75852 0.70821  0.523
N1 -0.93006 -2.77325 -2.22927  -0.480
C1 -0.97040 -2.10846 -1.01182  0.158
S1 -1.33141 -3.05310 0.38358  -0.488
N2 -0.71091 -0.82669 -1.11706  -0.994
N3 -0.67685 -0.11611 0.07908  1.096
C2 -1.75917 -0.02167 0.75664  -1.068
C3 -1.84580 0.55233 2.08912  1.213
C4 -3.09976 0.88997 2.60438  -0.660
C5 -3.24932 1.32716 3.90491  -0.704
C6 -2.12211 1.40028 4.72485  -0.632
C7 -0.87351 1.06173 4.24636  -0.516
C8 -0.70552 0.64212 2.91743  0.285
O1 0.48833 0.30393 2.47687  -0.338
H1 -0.77138 -3.76226 -2.12751  0.245
H2 -0.35270 -2.31758 -2.92207  0.253
H3 -2.66673 -0.43422 0.32123  0.417
H4 -3.96545 0.79534 1.95809  0.434
H5 -4.22649 1.59280 4.28628  0.399
H6 -2.22424 1.72735 5.75346  0.424
H7 0.00736 1.11929 4.87268  0.441
C9 1.53598 2.11157 -2.04302  -1.776
N4 1.75725 0.77749 -1.46991  0.852
C10 2.14018 -0.10696 -2.30896  0.168
C11 2.37511 -1.50920 -2.13822  -0.178
C12 2.69508 -2.37044 -3.18245  -0.673
C13 2.75099 -3.67062 -2.65643  -0.971
C14 2.46402 -3.55623 -1.30762  -0.295
N5 2.25152 -2.26175 -1.00445  0.780
C15 2.55318 3.14371 -1.61675  1.282
C16 2.29246 4.48114 -1.90466  -0.473
C17 3.19249 5.47010 -1.54314  -0.567
C18 4.36581 5.13339 -0.87867  -0.453
C19 4.62540 3.80422 -0.58372  -0.804
C20 3.72641 2.81168 -0.95396  -0.205
H8 0.54721 2.45277 -1.73566  -0.004
H9 1.53360 2.04143 -3.13709  0.677
H10 2.29570 0.20348 -3.34595  0.198
H11 2.85386 -2.06702 -4.20563  0.478
H12 2.96506 -4.58426 -3.18508  0.429
H13 2.38137 -4.31304 -0.54513  0.432
H14 1.36046 4.74577 -2.39284  0.388
H15 2.97320 6.50713 -1.76795  0.412
H16 5.06507 5.90523 -0.58183  0.373
H17 5.52382 3.53136 -0.04464  0.397
H18 3.92444 1.78308 -0.68138  0.199
O2 0.95291 2.36070 0.71842  -0.582
S2 -1.20053 4.35649 -0.32919  0.138
C21 -2.42166 5.66639 -0.63361  -0.870
C22 -3.50698 5.11540 -1.51231  0.113
C23 -3.45155 5.26095 -2.89436  -0.304
C24 -4.44016 4.72060 -3.70413  -0.608
C25 -5.49594 4.02009 -3.13886  -0.374
C26 -5.55505 3.86203 -1.76091  -0.666
C27 -4.56620 4.40511 -0.95493  -0.178
C28 -0.10967 5.23923 0.82038  -0.347
C29 -0.81244 5.66789 2.07627  -0.491
C30 -1.33502 4.71344 2.94881  0.460
C31 -2.00228 5.10542 4.09726  -0.484
C32 -2.16300 6.45527 4.39223  -0.513
C33 -1.64786 7.40992 3.53029  -0.649
C34 -0.97734 7.01441 2.37875  -0.173
H19 -1.93358 6.51996 -1.10967  0.402
H20 -2.83264 5.99428 0.32232  0.371
H21 -2.62097 5.79958 -3.33625  0.337
H22 -4.38282 4.84184 -4.77867  0.369
H23 -6.26540 3.59288 -3.76923  0.375
H24 -6.37083 3.30876 -1.31293  0.370
H25 -4.60259 4.27034 0.12022  0.370
H26 0.33861 6.09452 0.31018  0.583
H27 0.67421 4.51072 1.02918  -0.013
H28 -1.21876 3.65992 2.71663  0.230
H29 -2.39882 4.35024 4.76312  0.348
H30 -2.68732 6.75815 5.29019  0.380
H31 -1.76819 8.46391 3.74967  0.371
H32 -0.57562 7.76220 1.70339  0.348
N6 1.71213 -2.14257 1.77397  -0.577
C35 2.88958 -1.78288 2.55163  -0.554
C36 3.46839 -0.40845 2.20164  0.270
O3 4.35406 0.05100 2.88976  -0.726
O4 2.98830 0.15867 1.12381  -0.200
H33 0.88004 -1.67142 2.11495  -0.108
H34 1.50541 -3.13281 1.82065  0.281
H35 2.02641 -1.96930 -0.03622  -0.101
H36 3.68916 -2.49754 2.34035  0.362
H37 2.73314 -1.78839 3.63354  0.364

* energy relative to the best compared isomer or geometry (same formula, charge and spin): 0.0 kJ/mol
* LUMO energy: 2.33 eV
* total charge: -1
* highest occupied orbital energy: -4.7 eV
* HOMO-LUMO gap: 7.004 eV

Entry 4:
Here is a molecular structure, C36H37NP2SSn from the Open Molecules 2025 dataset. Energies are from ωB97M-V/def2-TZVPD.

Last column: Mulliken charge in e.
Geometry (Å):
Sn1 -0.21955 0.31764 2.22387  0.590
C1 2.19208 -2.33752 -1.33278  -0.153
C2 2.07730 -1.13727 -1.93086  -0.178
C3 1.56857 -0.95420 -3.33203  -1.178
C4 0.30327 -1.75945 -3.70109  -1.448
C5 -0.64599 -2.06323 -2.57281  0.281
C6 -0.54911 -3.11288 -1.76197  0.122
C7 0.50836 -4.17154 -1.85285  -0.979
C8 1.93441 -3.63246 -2.05513  -1.184
C9 -1.87436 1.39603 3.38284  -1.666
H1 2.63080 -2.45155 -0.34643  0.449
H2 2.54572 -0.25431 -1.49714  0.922
H3 2.35567 -1.22325 -4.05841  0.548
H4 1.36529 0.11271 -3.49454  0.076
H5 -0.24293 -1.16382 -4.44795  0.485
H6 0.61139 -2.67792 -4.22225  0.301
H7 -1.55569 -1.45914 -2.59287  0.908
H8 -1.37949 -3.41309 -1.13008  -0.464
H9 0.29408 -4.89365 -2.66046  0.383
H10 0.48100 -4.75067 -0.91979  0.342
H11 2.62660 -4.38842 -1.66061  0.507
H12 2.14582 -3.54698 -3.12995  0.310
H13 -1.68660 1.20999 4.44549  0.346
H14 -2.90107 1.09016 3.15735  0.526
H15 -1.79389 2.47713 3.23409  0.410
P1 1.43509 1.31208 0.38274  1.154
P2 -2.20802 0.24382 0.53014  0.849
C10 0.20278 0.96735 -0.89914  -0.785
C11 -1.08669 0.47541 -0.83197  -0.845
C12 2.30022 2.77946 -0.19024  0.196
C13 2.65748 2.88650 -1.54705  0.107
C14 3.30611 4.03601 -1.99607  -0.784
C15 3.60672 5.06814 -1.10241  -0.457
C16 3.28539 4.94513 0.25341  -0.737
C17 2.66578 3.79233 0.71668  -0.263
C18 2.74751 0.08936 0.89206  1.132
C19 2.40878 -1.11237 1.56474  -1.094
C20 3.40623 -1.88900 2.14806  -0.583
C21 4.74592 -1.51189 2.03866  -0.625
C22 5.08947 -0.36678 1.31876  -0.733
C23 4.10348 0.43686 0.75379  -0.432
C24 -3.64652 1.26999 0.26105  0.370
C25 -3.47584 2.63723 -0.05042  -0.515
C26 -4.58796 3.41497 -0.35703  -0.645
C27 -5.86672 2.84667 -0.34122  -0.478
C28 -6.03763 1.49173 -0.02805  -0.623
C29 -4.93298 0.70364 0.28012  -0.423
C30 -2.72330 -1.39640 1.12716  0.528
C31 -2.79827 -1.69894 2.50976  -0.317
C32 -2.95204 -3.01688 2.93810  -0.809
C33 -3.07935 -4.04180 1.99492  -0.575
C34 -3.10045 -3.73959 0.62793  -0.648
C35 -2.95045 -2.41730 0.20049  -0.454
H16 0.49055 1.39827 -1.87034  0.697
H17 -1.61402 0.37684 -1.79224  0.834
H18 2.43063 2.07177 -2.23807  0.175
H19 3.57354 4.11219 -3.05133  0.406
H20 4.09474 5.96916 -1.46796  0.372
H21 3.51858 5.74488 0.95142  0.447
H22 2.44677 3.66359 1.77523  0.215
H23 1.36489 -1.47785 1.61605  0.153
H24 3.12694 -2.79327 2.69027  0.424
H25 5.51558 -2.11785 2.51421  0.380
H26 6.13206 -0.08387 1.19944  0.416
H27 4.37705 1.34054 0.20762  0.403
H28 -2.47013 3.06412 -0.05803  0.342
H29 -4.45511 4.46979 -0.60881  0.391
H30 -6.73389 3.46430 -0.57400  0.365
H31 -7.03357 1.05227 -0.02401  0.389
H32 -5.05461 -0.35095 0.52900  0.327
H33 -2.70303 -0.90885 3.25559  0.314
H34 -2.96707 -3.24727 4.00701  0.434
H35 -3.16977 -5.08136 2.32552  0.382
H36 -3.22202 -4.53943 -0.10880  0.449
H37 -2.95513 -2.16731 -0.86192  0.843
S1 0.58715 4.76574 4.33751  -0.468
C36 0.66254 3.42685 3.48858  0.415
N1 0.75090 2.42969 2.81947  -0.872

* energy relative to the best compared isomer or geometry (same formula, charge and spin): 167.9 kJ/mol
* LUMO energy: -0.44 eV
* total charge: 0
* highest occupied orbital energy: -6.7 eV
* HOMO-LUMO gap: 6.241 eV